(1)
A gas-phase ion, C4HN2O2S (charge -1). Source: OMol25; level of theory: ωB97M-V/def2-TZVPD.

Values from the calculation:
- LUMO (spin up / spin down): 0.123 / 0.118 Eh
- Kohn-Sham gap (spin up / spin down): 0.23195 / 0.22969 hartree
- Highest occupied orbital energy (spin up / spin down): -2.95 / -3.04 eV
- Net charge: -1
- Total energy: -22072.6127 eV

The geometry in XYZ format:
```
10
Properties=species:S:1:pos:R:3:nbo_charge:R:1
C -1.2968 -1.6983 -0.0379 0.14
C -0.5972 -0.6693 -0.5804 -0.20
C 1.7656 -0.5724 0.1748 0.31
C 0.1131 1.6146 -0.0034 0.54
N -1.7981 -2.7286 0.2013 -0.45
N -0.7822 0.6388 -0.2161 -0.62
O 2.5980 -1.4245 0.1999 -0.58
O -0.1780 2.7859 0.1611 -0.66
S 1.8828 1.1392 -0.0141 0.14
H -1.7072 0.9146 0.1149 0.39
```

=====

(2)
C4HN3O in the gas phase. Source: OMol25; level of theory: ωB97M-V/def2-TZVPD.

Values from the calculation:
- LUMO: -0.103 Eh
- Kohn-Sham gap: 0.30480 hartree
- Highest occupied orbital energy: -11.09 eV
- Net charge: 0
- Total energy: -10676.8785 eV

The geometry in XYZ format:
```
9
Properties=species:S:1:pos:R:3:nbo_charge:R:1
N 0.1545 1.7535 -2.6149 -0.21
C 0.3884 0.7849 -1.8698 0.23
C 0.4705 0.0499 -0.6018 0.02
N 1.3981 -0.8513 -0.2130 -0.11
N 1.0538 -1.0011 1.2405 -0.15
C -0.2491 -0.7829 1.3678 -0.06
C -0.6197 0.1698 0.3484 0.44
O -1.7274 0.5157 0.1132 -0.38
H -0.8691 -0.6386 2.2296 0.23
```

=====

(3)
C4HNO in the gas phase. Source: OMol25; level of theory: ωB97M-V/def2-TZVPD.

Values from the calculation:
- LUMO: -0.049 Eh
- Kohn-Sham gap: 0.37703 hartree
- Highest occupied orbital energy: -11.59 eV
- Net charge: 0
- Total energy: -7698.4050 eV

The geometry in XYZ format:
```
7
Properties=species:S:1:pos:R:3:nbo_charge:R:1
C 1.9216 0.1974 -0.2069 -0.07
C 0.7451 -0.0158 -0.0645 -0.14
C -0.6002 -0.5126 0.1351 0.42
O -0.8327 -1.6795 0.3396 -0.41
C -1.7008 0.4697 0.0800 0.17
N -2.5913 1.2074 0.0456 -0.22
H 2.9784 0.3063 -0.3223 0.25
```

=====

Calculated F_max (eV Å⁻¹), listed in the same order as above: 3.173 8.787 1.192
Calculated relative energy (zero: lowest compared OMol25 entry of this formula, charge and spin) (kcal per mole), listed in the same order as above: 69.37 70.96 3.80